Entry 1:
Molecular formula: C3H6FN3
Method: DFT, ωB97M-V with the def2-TZVPD basis set

Atoms and positions in Å:
F  -1.499  1.849  0.468
N  1.643  0.923  -0.369
N  1.663  -0.463  0.038
N  -0.950  -1.453  -0.588
C  -0.810  0.757  0.033
C  0.467  1.328  -0.314
C  -1.408  -0.375  0.042
H  -2.468  -0.256  0.607
H  0.424  2.439  -0.398
H  1.175  -0.473  0.817
H  2.645  -0.685  0.139
H  -0.986  -2.359  0.306
H  0.104  -1.230  -0.780

Results
**ΔE to the lowest compared entry with this formula, charge and spin**: 3.507 eV
**SMILES**: N/C=C(F)\C=N/N
**HOMO-LUMO gap**: 9.3 eV
**LUMO**: 0.6097 eV
**Highest occupied orbital energy**: -8.67 eV
**Multiplicity**: 1
**Energy**: -381.9029 hartree


Entry 2:
Molecular formula: C3H6FNO
Method: DFT, ωB97M-V with the def2-TZVPD basis set

Atoms and positions in Å:
F  -0.090  1.590  1.767
O  0.750  -0.338  -0.838
N  -0.282  -1.033  -1.157
C  -0.278  0.235  1.346
C  -0.911  -0.322  -2.199
C  0.897  -0.393  0.632
H  -0.419  -0.105  2.354
H  0.759  -1.408  0.990
H  -1.905  -0.700  -2.549
H  -1.272  -0.081  0.900
H  -0.449  0.705  -2.331
H  1.820  0.089  0.865

Results
**ΔE to the lowest compared entry with this formula, charge and spin**: 4.464 eV
**SMILES**: C=NOCCF
**HOMO-LUMO gap**: 10.1 eV
**LUMO**: 0.7284 eV
**Highest occupied orbital energy**: -9.32 eV
**Multiplicity**: 1
**Energy**: -347.6240 hartree


Entry 3:
Molecular formula: C3H6FNOS
Method: DFT, ωB97M-V with the def2-TZVPD basis set

Atoms and positions in Å:
S  0.477  -0.970  -0.227
F  -1.201  1.344  -0.272
O  3.199  -0.157  -0.339
N  2.476  0.826  0.141
C  -1.830  0.215  -0.344
C  1.273  0.577  0.350
C  -1.227  -0.823  0.432
H  -1.687  -1.742  -0.050
H  -3.026  0.377  -0.123
H  -1.932  -0.102  -1.369
H  4.209  -0.004  -0.422
H  -1.242  -0.731  1.529
H  0.512  1.190  0.695

Results
**ΔE to the lowest compared entry with this formula, charge and spin**: 3.661 eV
**SMILES**: O/N=C\SCCF
**HOMO-LUMO gap**: 9.4 eV
**LUMO**: 0.7813 eV
**Highest occupied orbital energy**: -8.63 eV
**Multiplicity**: 1
**Energy**: -745.8347 hartree


Entry 4:
Molecular formula: C3H6FNOS
Method: DFT, ωB97M-V with the def2-TZVPD basis set

Atoms and positions in Å:
S  1.344  -2.210  -1.317
F  -0.534  2.137  0.056
O  -1.829  -0.447  0.106
N  -0.488  -0.769  0.006
C  0.373  0.060  0.825
C  0.680  1.388  0.271
C  -0.141  -1.640  -0.964
H  1.322  -0.426  0.916
H  1.165  1.281  -0.716
H  -1.083  -1.994  -1.497
H  -0.223  0.220  1.715
H  1.309  1.978  0.914
H  -1.894  0.423  -0.314

Results
**ΔE to the lowest compared entry with this formula, charge and spin**: 2.326 eV
**SMILES**: ON(C=S)CCF
**HOMO-LUMO gap**: 9.4 eV
**LUMO**: 0.6844 eV
**Highest occupied orbital energy**: -8.68 eV
**Multiplicity**: 1
**Energy**: -745.8838 hartree


Entry 5:
Molecular formula: C3H6FNS
Method: DFT, ωB97M-V with the def2-TZVPD basis set

Atoms and positions in Å:
S  -2.622  -0.513  -0.017
F  -0.908  1.960  -0.323
N  -1.044  -1.140  -0.116
C  1.331  -0.998  -0.168
C  -0.038  -0.379  -0.086
C  -0.029  1.079  0.256
H  -2.409  0.787  -0.397
H  1.989  -0.376  -0.747
H  1.023  1.432  -0.025
H  1.126  -1.994  -0.592
H  -0.175  1.196  1.336
H  1.757  -1.053  0.879

Results
**ΔE to the lowest compared entry with this formula, charge and spin**: 1.603 eV
**SMILES**: C/C(CF)=N/S
**HOMO-LUMO gap**: 9.5 eV
**LUMO**: 0.7289 eV
**Highest occupied orbital energy**: -8.82 eV
**Multiplicity**: 1
**Energy**: -670.6652 hartree


Entry 6:
Molecular formula: C3H6I2O
Method: DFT, ωB97M-V with the def2-TZVPD basis set

Atoms and positions in Å:
I  -2.978  0.213  -1.517
I  2.731  0.072  -1.423
O  -0.037  -1.627  0.779
C  0.712  0.538  1.501
C  0.659  -0.400  -0.993
C  0.332  -0.557  0.414
H  0.380  1.518  1.172
H  0.472  -1.160  -1.628
H  1.856  0.607  1.496
H  -4.466  0.147  -0.964
H  0.360  0.267  2.529
H  -0.020  0.382  -1.365

Results
**ΔE to the lowest compared entry with this formula, charge and spin**: 0.802 eV
**SMILES**: CC(=O)CI.I
**HOMO-LUMO gap**: 9.5 eV
**LUMO**: -0.0944 eV
**Highest occupied orbital energy**: -9.62 eV
**Multiplicity**: 1
**Energy**: -788.4990 hartree


- highest occupied orbital energy of number 6 (C3H6I2O)?
  -9.62 eV